# 1
A single C23H23ClN2O3 molecule. Source: the Open Molecules 2025 dataset; level of theory: the ωB97M-V functional and the def2-TZVPD basis.

gap between HOMO and LUMO	8.24	eV
ΔE to the lowest compared entry with this formula, charge and spin	20.03	kcal/mol
SMILES	COc1ccc(N(C)C(=O)c2ccc3c(Cl)c4c(nc3c2)CCCC4)c(OC)c1

```
! wB97M-V def2-TZVPD RIJCOSX def2/J DEFGRID3
* xyz 0 1
C -2.589 -1.763 3.827
O -1.890 -0.611 3.423
C -2.229 -0.030 2.240
C -3.239 -0.466 1.395
C -3.467 0.208 0.207
C -2.716 1.311 -0.160
N -2.962 1.973 -1.385
C -4.289 2.519 -1.588
C -2.001 2.223 -2.313
O -2.210 2.903 -3.301
C -0.667 1.597 -2.062
C 0.471 2.408 -2.228
C 1.723 1.914 -1.993
C 1.899 0.575 -1.596
C 3.152 -0.017 -1.310
Cl 4.589 0.949 -1.428
C 3.229 -1.335 -0.948
C 2.014 -2.065 -0.866
N 0.840 -1.558 -1.111
C 0.754 -0.264 -1.475
C -0.523 0.276 -1.720
C 2.136 -3.493 -0.446
C 2.975 -3.587 0.834
C 4.300 -2.807 0.737
C 4.473 -2.088 -0.608
C -1.719 1.780 0.719
O -1.057 2.902 0.331
C 0.047 3.330 1.091
C -1.478 1.096 1.896
H -2.147 -2.058 4.777
H -2.472 -2.577 3.104
H -3.654 -1.557 3.974
H -3.843 -1.324 1.635
H -4.237 -0.147 -0.460
H -4.251 3.147 -2.477
H -4.585 3.118 -0.726
H -5.021 1.724 -1.741
H 0.327 3.432 -2.536
H 2.591 2.544 -2.110
H -1.367 -0.388 -1.630
H 2.624 -4.056 -1.246
H 1.143 -3.914 -0.289
H 2.379 -3.191 1.658
H 3.170 -4.638 1.049
H 5.147 -3.478 0.882
H 4.339 -2.058 1.530
H 5.333 -1.418 -0.563
H 4.663 -2.826 -1.393
H 0.449 4.192 0.562
H 0.813 2.551 1.151
H -0.252 3.630 2.100
H -0.715 1.411 2.588
*
```

# 2
A molecular structure, C23H23CoP2 in a non-equilibrium geometry. Source: the Open Molecules 2025 dataset; level of theory: the ωB97M-V functional and the def2-TZVPD basis.

gap between HOMO and LUMO (alpha / beta)	3.32 / 7.49	eV
ΔE to the lowest compared entry with this formula, charge and spin	17.71	kcal/mol

```
! wB97M-V def2-TZVPD RIJCOSX def2/J DEFGRID3
* xyz -1 4
C 1.300 0.406 -3.410
C 0.373 1.072 -4.300
C -0.859 0.376 -4.313
C -0.713 -0.843 -3.634
C 0.569 -1.000 -2.929
Co 0.186 0.452 -1.891
P -0.395 2.539 -1.845
H 2.350 0.809 -3.311
H 0.579 2.046 -4.770
H -1.772 0.747 -4.853
H 0.751 -2.052 -2.518
H -1.590 -1.526 -3.579
H -1.733 2.681 -1.344
H -0.660 2.982 -3.211
H 0.371 3.640 -1.235
C -0.862 2.813 3.896
C 0.427 2.755 3.295
C 0.642 1.957 2.158
C -0.366 1.069 1.680
C -1.646 1.165 2.276
C -1.881 2.017 3.368
P -0.053 0.088 0.246
C 1.626 -0.312 0.680
C 2.563 -0.123 -0.333
C 3.880 -0.567 -0.147
C 4.206 -1.330 0.973
C 3.273 -1.379 2.028
C 1.982 -0.820 1.950
C -1.236 -1.222 0.392
C -0.910 -2.421 1.031
C -1.831 -3.448 1.094
C -3.104 -3.336 0.517
C -3.423 -2.136 -0.136
C -2.506 -1.066 -0.215
H -1.027 3.557 4.681
H 1.253 3.405 3.636
H 1.560 2.114 1.550
H -2.507 0.681 1.813
H -2.897 2.177 3.779
H 2.101 0.256 -1.272
H 4.634 -0.360 -0.906
H 5.145 -1.905 1.041
H 3.516 -1.902 2.944
H 1.276 -0.860 2.810
H 0.063 -2.537 1.491
H -1.607 -4.365 1.607
H -3.830 -4.159 0.533
H -4.422 -2.006 -0.584
H -2.795 -0.128 -0.731
*
```

# 3
A single C23H23FO molecule in a non-equilibrium geometry. Source: the Open Molecules 2025 dataset; level of theory: the ωB97M-V functional and the def2-TZVPD basis.

gap between HOMO and LUMO	8.69	eV
ΔE to the lowest compared entry with this formula, charge and spin	23.27	kcal/mol
SMILES	CC(C)(C)c1ccc(O[C@H](c2ccccc2)c2cccc(F)c2)cc1

```
! wB97M-V def2-TZVPD RIJCOSX def2/J DEFGRID3
* xyz 0 1
C 5.144 -1.096 -0.073
C 4.002 -1.822 -0.803
C 4.422 -2.090 -2.252
C 3.655 -3.157 -0.119
C 2.749 -0.913 -0.729
C 2.060 -0.419 -1.840
C 0.853 0.252 -1.689
C 0.297 0.512 -0.421
O -0.933 1.114 -0.525
C -1.768 1.345 0.729
C -2.411 0.000 1.050
C -1.922 -0.726 2.154
C -2.061 -2.111 2.167
C -2.874 -2.736 1.217
C -3.457 -1.991 0.183
C -3.192 -0.633 0.088
C -2.805 2.499 0.575
C -2.464 3.743 1.144
C -3.061 4.917 0.684
C -4.119 4.873 -0.239
C -4.595 3.606 -0.570
F -5.606 3.523 -1.503
C -4.074 2.423 -0.037
C 1.064 0.157 0.714
C 2.256 -0.581 0.543
H 4.851 -0.844 0.955
H 6.033 -1.737 -0.052
H 5.373 -0.168 -0.618
H 3.629 -2.609 -2.806
H 4.681 -1.153 -2.763
H 5.312 -2.730 -2.246
H 2.863 -3.657 -0.698
H 4.541 -3.800 -0.089
H 3.294 -2.985 0.905
H 2.485 -0.568 -2.838
H 0.286 0.590 -2.549
H -1.018 1.669 1.416
H -1.318 -0.202 2.896
H -1.564 -2.691 2.951
H -3.053 -3.803 1.261
H -4.126 -2.443 -0.555
H -3.476 -0.043 -0.795
H -1.651 3.802 1.872
H -2.729 5.894 1.054
H -4.547 5.755 -0.704
H -4.585 1.479 -0.206
H 0.761 0.451 1.714
H 2.797 -0.895 1.444
*
```

# 4
A molecular structure, C23H23I2IrN6O3S in a non-equilibrium geometry. Source: the Open Molecules 2025 dataset; level of theory: the ωB97M-V functional and the def2-TZVPD basis.

gap between HOMO and LUMO (alpha / beta)	6.47 / 5.64	eV
ΔE to the lowest compared entry with this formula, charge and spin	0.00	kcal/mol

```
! wB97M-V def2-TZVPD RIJCOSX def2/J DEFGRID3
* xyz 1 6
Ir -0.016 0.083 -0.238
C -3.286 1.569 -3.114
C -1.990 1.206 -2.477
N -2.005 0.712 -1.208
N -3.147 0.650 -0.565
C -3.212 0.132 0.623
N -4.390 0.077 1.270
S -1.809 -0.557 1.429
C -0.732 1.357 -3.066
C -0.513 1.801 -4.400
C 0.749 1.859 -4.911
C 1.841 1.485 -4.105
C 1.581 1.106 -2.808
N 0.364 1.049 -2.279
H -4.019 0.784 -2.939
H -3.190 1.756 -4.177
H -3.674 2.468 -2.636
H -5.192 0.529 0.867
H -4.420 -0.218 2.228
H -1.353 2.082 -5.011
H 0.921 2.193 -5.921
H 2.851 1.512 -4.478
H 2.399 0.846 -2.147
I 1.917 -1.449 7.004
C 1.460 -0.400 5.236
C 0.398 0.489 5.221
C 0.106 1.159 4.049
I -1.551 2.451 3.973
C 0.863 0.962 2.900
O 0.527 1.680 1.750
C 1.932 0.069 2.922
C 2.721 -0.213 1.674
N 1.887 -1.000 0.753
C 2.654 -1.602 -0.336
C 1.775 -2.003 -1.499
C 2.338 -2.567 -2.636
C 1.520 -2.909 -3.699
C 0.155 -2.677 -3.594
C -0.331 -2.120 -2.429
N 0.461 -1.779 -1.411
C 2.210 -0.619 4.094
H -0.192 0.666 6.106
H 3.640 -0.750 1.946
H 3.006 0.721 1.176
H 1.454 -1.753 1.287
H 3.222 -2.483 0.002
H 3.387 -0.869 -0.694
H 3.402 -2.735 -2.678
H 1.938 -3.348 -4.591
H -0.518 -2.929 -4.396
H -1.388 -1.937 -2.293
H 3.035 -1.316 4.123
C -0.765 3.409 0.241
O 0.397 3.800 0.961
C 1.015 2.987 1.772
O 1.932 3.296 2.463
H -1.069 4.295 -0.311
H -1.564 3.109 0.920
H -0.532 2.594 -0.456
*
```

Number 1: total energy -45870.06985 eV. Number 2: total energy -80423.19712 eV. Number 3: total energy -28988.12951 eV. Number 4: total energy -69173.96141 eV.